(A)
# C5H10BrN2

A gas-phase ion, C5H10BrN2 (charge +1) (ωB97M-V/def2-TZVPD, OMol25).

Values from the calculation:
HOMO (alpha / beta): -0.4356 / -0.4591 Eh
Frontier orbital gap (alpha / beta): 6.865 / 8.613 eV
Net charge: +1

Each line ends with the natural charge from an NBO analysis.
Cartesian coordinates (Å):
C (0.4574, -1.2670, 0.2271)  0.119
H (2.1046, 1.5666, 0.1064)  0.215
H (-0.7038, 0.8937, 1.5019)  0.241
H (0.1646, 2.5465, 1.3165)  0.261
H (0.6444, -3.1331, -0.8412)  0.427
C (-0.8969, 1.7384, -0.5661)  -0.499
H (-0.2258, 2.1796, -1.3693)  0.248
H (-0.5186, -1.2689, 0.7278)  0.217
H (2.0669, -2.5433, -0.2472)  0.468
H (-1.4890, 0.0766, -1.8845)  0.206
N (0.9852, -2.6467, -0.1225)  -0.684
H (-1.6715, 2.4193, -0.2617)  0.266
H (0.7843, -3.0351, 0.7201)  0.431
C (1.2651, 0.9263, 0.4596)  0.136
N (1.3801, -0.3339, 0.1201)  -0.479
Br (-2.7906, -0.0621, 0.2983)  0.120
C (-1.5077, 0.4553, -0.9317)  -0.191
C (-0.0485, 1.4879, 0.7467)  -0.501

(B)
# C5H10BrN2

A gas-phase ion, C5H10BrN2 (charge +1) (ωB97M-V/def2-TZVPD, OMol25).

Values from the calculation:
HOMO (alpha / beta): -0.4977 / -0.4950 Eh
Frontier orbital gap (alpha / beta): 8.829 / 7.714 eV
Net charge: +1

Each line ends with the natural charge from an NBO analysis.
Cartesian coordinates (Å):
N (-0.6671, 1.1106, -0.1218)  -0.390
H (1.3642, -3.2975, -0.3179)  0.263
H (-1.6856, 2.7502, 1.0043)  0.262
N (0.5119, -1.4924, -0.4848)  -0.161
H (-0.2763, -3.4809, -0.2197)  0.247
H (2.2780, -0.7042, -0.2081)  0.280
C (-1.1932, 2.4292, 0.0116)  -0.466
H (0.5630, -2.9125, 1.1393)  0.208
C (1.2173, -0.4286, 0.0626)  -0.314
C (0.8280, 0.9579, -0.3175)  -0.194
H (-2.1502, 2.4668, -0.7150)  0.241
H (1.3440, 1.6719, 0.4778)  0.246
C (0.5397, -2.7825, 0.1163)  -0.490
C (-1.3621, 0.0144, -0.1063)  0.269
H (1.0637, 1.1450, -1.2892)  0.231
H (-0.4987, 3.2246, -0.2329)  0.253
H (1.2544, -0.4359, 1.1801)  0.197
Br (-3.1310, -0.2359, 0.0212)  0.319

Result of the stability comparison: (A) is the most stable of them.